Record 1
Formula: C46H70BCrN6P2
Source: the OMol25 dataset
Level of theory: ωB97M-V/def2-TZVPD

XYZ file:
```
126
Properties=species:S:1:pos:R:3:lowdin_spin:R:1
Cr -0.8914 0.0313 0.0933 1.065
C -0.0288 -3.8789 -0.5089 0.000
C -1.2943 -3.5482 0.2792 0.000
C -1.1001 -2.7821 1.5840 0.004
N -0.9421 -1.3174 1.5912 -0.006
C -1.0298 -0.7828 2.8161 0.001
C -1.1575 -1.5746 3.9811 -0.002
C -1.4153 -1.2617 5.3068 0.000
C -1.5989 -0.0407 5.9274 -0.002
C -1.5214 1.1951 5.3040 0.000
C -1.2982 1.4902 3.9769 -0.003
C -1.1017 0.6830 2.8338 0.002
N -1.0350 1.2129 1.6204 -0.003
C -1.7085 2.4790 1.3900 0.005
C -3.2404 2.2602 1.3337 0.000
C -3.6334 0.8097 1.0170 0.000
N -2.8939 0.1808 -0.0658 -0.011
C -3.4862 -0.4023 -1.0852 0.000
C -4.8426 -0.1387 -1.4215 0.016
C -5.7510 -0.8132 -2.2025 0.004
C -5.5596 -1.9523 -2.9762 0.015
C -4.3348 -2.5271 -3.2519 0.003
C -3.0553 -2.1718 -2.8466 0.009
C -2.5713 -1.2604 -1.8821 0.007
N -1.2922 -1.1480 -1.5315 -0.016
C -0.2644 -1.9643 -2.1806 -0.003
C 0.6425 -2.6845 -1.1803 -0.004
H -0.2936 -4.6088 -1.2814 0.000
H 0.6915 -4.3667 0.1570 0.000
H -1.7490 -4.5002 0.5698 0.000
H -2.0215 -3.0463 -0.3460 0.000
H -0.2457 -3.2408 2.1004 0.000
H -1.9967 -3.0091 2.1730 0.000
H -1.0766 -2.6380 3.8279 0.000
H -1.4884 -2.1250 5.9603 0.000
H -1.8108 -0.0544 6.9891 0.000
H -1.6487 2.0562 5.9519 0.000
H -1.2663 2.5520 3.7760 0.000
H -1.3877 2.8431 0.4259 0.001
H -1.4740 3.2631 2.1155 0.001
H -3.6605 2.9372 0.5859 0.000
H -3.6910 2.5096 2.2974 0.000
H -4.7116 0.7716 0.8661 0.000
H -3.4286 0.2081 1.9096 0.000
H -5.2452 0.7425 -0.9376 0.001
H -6.7566 -0.4058 -2.2056 0.000
H -6.4346 -2.3905 -3.4398 0.001
H -4.3609 -3.3758 -3.9277 0.000
H -2.3031 -2.7838 -3.3172 0.001
H 0.3645 -1.3168 -2.7927 -0.001
H -0.6667 -2.7202 -2.8532 0.000
H 0.9727 -1.9659 -0.4303 -0.002
H 1.5250 -3.0319 -1.7254 0.000
C -1.3528 4.8607 -1.5895 0.000
C -0.2989 3.7937 -1.9105 -0.001
C 0.6379 3.7024 -0.6921 -0.001
C 0.5458 4.2571 -3.0997 0.000
P -1.1930 2.1127 -2.1345 -0.008
C 0.0328 1.1072 -3.0731 0.000
N 1.1072 0.7502 -2.1740 -0.002
B 1.0705 0.4660 -0.7217 -0.050
N 2.5028 0.3885 -0.4016 -0.010
C 3.3579 0.3746 0.7805 -0.001
P 2.7097 -0.1258 2.4484 -0.001
C 3.4206 1.3207 3.4611 0.000
C 4.8727 1.7486 3.2243 0.000
C 3.2352 1.0021 4.9481 0.000
C 2.4960 2.4938 3.0967 0.000
C 3.8439 -1.6379 2.6976 0.000
C 3.4745 -2.5848 1.5453 0.000
C 3.4556 -2.3283 4.0084 0.000
C 5.3520 -1.3943 2.6913 0.000
C 3.2583 0.5927 -1.5544 -0.002
C 4.6332 0.6264 -1.7330 0.000
C 5.1369 0.8222 -3.0164 0.000
C 4.2842 0.9845 -4.0982 0.000
C 2.9036 0.9700 -3.9241 0.000
C 2.4028 0.7908 -2.6433 -0.001
C -2.5442 2.3714 -3.4477 -0.002
C -2.8341 0.9827 -4.0362 0.000
C -3.7990 2.8364 -2.6968 0.000
C -2.2382 3.3202 -4.6037 -0.001
H -0.8460 5.7899 -1.3161 0.000
H -1.9770 4.5624 -0.7431 0.000
H -1.9957 5.0764 -2.4422 0.000
H 0.9397 4.7154 -0.4049 0.000
H 1.5434 3.1459 -0.9237 0.000
H 0.1617 3.2337 0.1704 0.000
H 0.9686 5.2374 -2.8585 0.000
H -0.0345 4.3627 -4.0151 0.000
H 1.3852 3.5868 -3.2835 0.000
H 0.4178 1.6577 -3.9315 0.000
H -0.4830 0.2223 -3.4555 0.000
H 3.7809 1.3784 0.8784 0.000
H 4.1992 -0.2885 0.5716 0.000
H 5.5768 1.0905 3.7293 0.000
H 5.0142 2.7545 3.6315 0.000
H 5.1402 1.7873 2.1679 0.000
H 3.9613 0.2641 5.2907 0.000
H 2.2315 0.6243 5.1503 0.000
H 3.3846 1.9103 5.5403 0.000
H 2.6404 2.8205 2.0648 0.000
H 2.6989 3.3463 3.7513 0.000
H 1.4471 2.2117 3.2155 0.000
H 2.3898 -2.6556 1.4390 0.000
H 3.8677 -3.5853 1.7467 0.000
H 3.8837 -2.2582 0.5877 0.000
H 2.3784 -2.4640 4.0689 0.000
H 3.7731 -1.7578 4.8813 0.000
H 3.9317 -3.3125 4.0630 0.000
H 5.6680 -0.7371 1.8794 0.000
H 5.8694 -2.3509 2.5664 0.000
H 5.6876 -0.9633 3.6343 0.000
H 5.3180 0.4946 -0.9055 0.000
H 6.2080 0.8484 -3.1699 0.000
H 4.6939 1.1154 -5.0917 0.000
H 2.2491 1.0892 -4.7782 0.000
H -2.7831 0.2063 -3.2761 0.000
H -2.1358 0.7345 -4.8372 0.000
H -3.8439 0.9615 -4.4553 0.000
H -4.0788 2.0937 -1.9462 0.000
H -4.6349 2.9419 -3.3949 0.000
H -3.6536 3.7962 -2.1999 0.000
H -1.3086 3.0534 -5.1091 0.000
H -2.1832 4.3630 -4.2921 0.000
H -3.0466 3.2423 -5.3375 0.000
```

The value obtained for the total energy is -3875.34381 hartree. As for the spin multiplicity: 2. Its lowest unoccupied orbital energy (spin up / spin down) is -0.21 / 0.05 eV. For the largest force on an atom, the calculation gives 0.02244 Eh/bohr. The expectation value of S² is 0.7932. The HOMO-LUMO gap (spin up / spin down) is 6.275 / 6.530 eV.


Record 2
Formula: C2H5NO2
Source: the OMol25 dataset
Level of theory: ωB97M-V/def2-TZVPD

XYZ file:
```
10
Properties=species:S:1:pos:R:3:lowdin_charge:R:1
N -1.6631 0.6575 -0.0504 -0.097
O -1.6121 -0.6960 -0.1199 -0.322
H -2.3579 1.0403 -0.7180 0.149
H -1.9365 0.9797 0.9006 0.152
H -0.7321 1.0764 -0.2627 0.102
C 2.2874 -0.9541 0.0199 0.025
C 1.7851 0.2263 -0.0345 -0.270
O 1.2635 1.2686 -0.1186 0.125
H 1.6381 -1.7899 -0.1594 0.074
H 3.3133 -1.1569 0.2519 0.062
```

The value obtained for the total energy is -284.30837 hartree. Its lowest unoccupied orbital energy is 0.56 eV. For the largest force on an atom, the calculation gives 0.02600 Eh/bohr. As for the structure (SMILES): [NH3+][O-].C=C=O. The HOMO-LUMO gap is 9.176 eV. The relative energy (zero: lowest compared OMol25 entry of this formula, charge and spin) is 99.8 kcal per mole.


Record 3
Formula: C36H103N5O13
Source: the OMol25 dataset
Level of theory: ωB97M-V/def2-TZVPD

XYZ file:
```
157
Properties=species:S:1:pos:R:3:lowdin_charge:R:1
C -4.1288 2.0608 -9.5985 -0.053
C -3.0636 2.5029 -8.5662 -0.469
C -1.6743 2.5123 -9.1636 -0.196
O -1.2815 1.2244 -9.6466 -0.181
C -1.0216 0.2602 -8.6579 -0.126
N -3.4861 3.8070 -8.1531 0.031
H -3.7860 1.0806 -9.9299 0.068
H -4.0650 2.6838 -10.4906 0.081
H -5.1141 1.8834 -9.1675 0.082
H -3.1711 1.8028 -7.7376 0.128
H -0.9087 2.9173 -8.5020 0.122
H -1.6800 3.2027 -10.0071 0.127
H -1.8068 0.0436 -7.9336 0.075
H -0.2485 0.6030 -7.9703 0.084
H -0.7502 -0.7098 -9.0744 0.090
H -3.7011 4.3759 -8.9595 0.069
H -2.6889 4.2591 -7.7286 0.067
C 2.6739 1.4854 1.2025 -0.053
C 1.9787 0.1242 1.4121 -0.427
C 1.6792 -0.6202 0.0809 -0.184
O 0.6501 0.1068 -0.6314 -0.199
C -0.6742 -0.3868 -0.4983 -0.116
N 2.8154 -0.7432 2.2341 0.030
H 3.6860 1.4095 0.8048 0.073
H 2.6949 2.0486 2.1355 0.077
H 2.1746 2.0521 0.4166 0.075
H 0.9926 0.2842 1.8480 0.127
H 1.3234 -1.6370 0.2474 0.109
H 2.5755 -0.8203 -0.5061 0.121
H -1.0307 -0.2214 0.5184 0.078
H -0.8560 -1.4457 -0.6823 0.081
H -1.3138 0.1951 -1.1619 0.087
H 2.7045 -1.7396 2.1114 0.063
H 3.7318 -0.5658 1.8483 0.058
C -4.9446 5.5710 10.8671 -0.063
C -5.5733 5.6178 9.4576 -0.445
C -4.8128 4.6520 8.4990 -0.166
O -5.4344 4.8149 7.1705 -0.209
C -4.8109 3.9568 6.2718 -0.144
N -6.9741 5.2544 9.4796 0.042
H -3.8664 5.7291 10.8924 0.074
H -5.0481 4.5462 11.2236 0.072
H -5.4665 6.3178 11.4655 0.078
H -5.4370 6.6265 9.0676 0.133
H -4.9274 3.6294 8.8586 0.121
H -3.7584 4.9092 8.3988 0.121
H -4.7846 2.9228 6.6153 0.085
H -3.7967 4.3028 6.0725 0.086
H -5.4232 4.0201 5.3722 0.091
H -7.1641 4.9214 8.5452 0.059
H -7.0291 4.3788 9.9800 0.065
C 8.1057 -1.9629 -3.3981 -0.059
C 9.5722 -1.9420 -2.9859 -0.487
C 9.6686 -1.8187 -1.4485 -0.196
O 9.2496 -0.5221 -1.0224 -0.187
C 9.7057 -0.2230 0.2620 -0.126
N 10.2896 -3.0581 -3.4585 0.034
H 7.4994 -1.0745 -3.2213 0.080
H 7.6284 -2.8631 -3.0110 0.079
H 8.0685 -2.0996 -4.4789 0.067
H 10.0525 -1.0385 -3.3614 0.135
H 10.7300 -1.9523 -1.2394 0.112
H 9.0875 -2.6063 -0.9688 0.130
H 9.3536 0.7967 0.4181 0.090
H 10.7890 -0.3238 0.3290 0.088
H 9.1639 -0.8042 1.0081 0.086
H 10.3525 -2.9892 -4.4642 0.080
H 11.2317 -2.9337 -3.1162 0.073
C -6.9132 -4.2235 -6.8733 -0.084
C -8.3697 -4.1129 -7.3746 -0.386
C -9.0545 -5.3944 -8.0994 -0.167
O -8.4986 -5.6524 -9.3895 -0.185
C -9.1626 -4.8453 -10.3887 -0.101
N -9.1035 -3.6615 -6.1643 0.013
H -6.3868 -4.6313 -7.7362 0.070
H -6.6819 -4.9932 -6.1370 0.074
H -6.5761 -3.2347 -6.5622 0.080
H -8.3284 -3.2735 -8.0688 0.110
H -10.1315 -5.2352 -8.1520 0.109
H -8.7851 -6.2125 -7.4314 0.119
H -8.8549 -4.9464 -11.4295 0.081
H -8.9537 -3.7781 -10.3149 0.078
H -10.2285 -5.0710 -10.3575 0.084
H -9.8843 -4.2368 -5.8822 0.054
H -8.5018 -3.7033 -5.3542 0.049
C 1.5160 -5.8408 -4.5302 -0.093
C 1.3392 -6.9358 -3.4899 -0.305
O 2.4010 -6.9473 -2.5180 -0.099
H 1.3758 -4.8623 -4.0708 0.074
H 0.8699 -5.8670 -5.4077 0.071
H 2.5090 -5.8483 -4.9796 0.068
H 1.4350 -7.9527 -3.8703 0.103
H 0.3658 -6.8550 -3.0062 0.110
H 3.2358 -6.9314 -2.9919 0.071
C 6.7693 -6.5165 4.8662 -0.100
C 6.1534 -6.9901 3.5727 -0.348
O 4.8574 -6.4479 3.4673 -0.071
H 6.8700 -5.4365 4.7581 0.074
H 7.7248 -6.9970 5.0767 0.076
H 6.1225 -6.6221 5.7372 0.073
H 6.1300 -8.0762 3.4838 0.110
H 6.8452 -6.5539 2.8521 0.105
H 4.4622 -6.7916 2.6627 0.082
C 6.2269 5.5618 8.5825 -0.098
C 6.6370 6.9646 9.0156 -0.339
O 7.8064 6.8690 9.7599 -0.077
H 6.9688 5.0179 7.9978 0.073
H 5.3216 5.6390 7.9804 0.069
H 5.9801 4.8707 9.3884 0.069
H 5.8970 7.4550 9.6480 0.111
H 6.8299 7.4535 8.0606 0.109
H 8.4252 7.5630 9.5211 0.084
C 2.2986 6.7434 -4.2627 -0.066
C 1.1415 7.7905 -4.5594 -0.331
O 0.3921 7.4988 -5.6840 -0.079
H 1.8790 5.7685 -4.0147 0.064
H 3.0391 7.0336 -3.5173 0.060
H 2.8841 6.6294 -5.1750 0.059
H 1.5149 8.8106 -4.6504 0.102
H 0.3740 7.8541 -3.7881 0.106
H 0.8124 7.8469 -6.4738 0.085
C -3.2559 -7.5212 2.4929 -0.097
C -4.4704 -7.7429 3.4011 -0.297
O -5.7178 -7.5512 2.6945 -0.093
H -3.0713 -6.4995 2.1611 0.064
H -3.3251 -8.0347 1.5339 0.072
H -2.3034 -7.7157 2.9859 0.071
H -4.4804 -6.9853 4.1847 0.102
H -4.3609 -8.7367 3.8353 0.105
H -6.4405 -7.9911 3.1481 0.073
C 5.9447 8.2123 1.8148 -0.100
C 6.2806 9.6146 1.4680 -0.379
O 7.5798 9.7323 0.9929 -0.059
H 4.9576 8.2391 2.2765 0.078
H 6.5455 7.7062 2.5705 0.079
H 6.0012 7.6455 0.8855 0.077
H 6.1201 10.2860 2.3116 0.115
H 5.5829 9.9831 0.7160 0.109
H 7.6072 9.0505 0.3176 0.078
C -8.3711 -0.4811 0.8333 -0.076
C -7.8519 -1.7770 1.4280 -0.361
O -7.3952 -2.6715 0.4606 -0.076
H -8.7109 0.2535 1.5634 0.074
H -9.0941 -0.6942 0.0460 0.075
H -7.5548 0.0100 0.3035 0.072
H -8.5250 -2.3599 2.0567 0.106
H -7.0196 -1.6070 2.1110 0.103
H -7.2552 -3.4952 0.9334 0.083
C -1.0748 -2.2304 7.8559 -0.095
C 0.0623 -1.4880 8.4994 -0.363
O 0.5380 -0.4584 7.6840 -0.073
H -0.8214 -2.7556 6.9351 0.074
H -1.9116 -1.5331 7.8153 0.080
H -1.2280 -3.0297 8.5810 0.071
H 0.8507 -2.1056 8.9297 0.110
H -0.3927 -0.9668 9.3417 0.110
H 1.0392 -0.7847 6.9330 0.085
```

The value obtained for the total energy is -2684.95395 hartree. Its lowest unoccupied orbital energy is 0.24 eV. For the largest force on an atom, the calculation gives 0.06279 Eh/bohr. The HOMO-LUMO gap is 9.139 eV. The relative energy (zero: lowest compared OMol25 entry of this formula, charge and spin) is 129.7 kcal per mole.


Record 4
Formula: C21H40Cl32F5NO3S
Source: the OMol25 dataset
Level of theory: ωB97M-V/def2-TZVPD

XYZ file:
```
103
Properties=species:S:1:pos:R:3:lowdin_charge:R:1
N 1.6936 3.5734 1.3157 0.027
C 1.8942 3.5255 -0.1444 -0.250
C 0.5899 2.9594 -0.8610 -0.182
O -0.4303 2.7594 0.1180 -0.154
C -1.6679 3.2508 -0.2740 -0.298
S -2.1417 4.7257 0.7257 0.737
O -3.5545 4.6728 0.9769 -0.351
O -1.4479 4.6808 1.9679 -0.245
C -1.8440 6.3360 -0.1521 -0.505
F -2.2151 7.2747 0.7052 0.148
F -2.6080 6.4942 -1.2180 0.154
C -0.3660 6.6528 -0.5194 -0.622
F -0.2799 7.9754 -0.6428 0.174
F 0.4752 6.3178 0.4088 0.215
F -0.0300 6.1781 -1.6986 0.182
H 1.8594 4.5081 1.6689 0.058
H 2.4167 3.0084 1.7448 0.062
H 2.7272 2.8221 -0.3092 0.021
H 2.1095 4.5081 -0.5737 0.085
H 0.3072 3.7178 -1.6011 0.100
H 0.8471 2.0471 -1.3993 0.018
H -1.7551 3.4027 -1.3568 0.121
H -2.4298 2.4499 -0.0181 0.022
C -0.3162 -1.1341 -2.9604 -1.032
Cl -1.8750 -0.3591 -3.2711 0.493
Cl 0.9553 0.0585 -2.6885 0.558
H -0.4093 -1.7500 -2.0742 -0.077
H -0.0461 -1.7486 -3.8126 0.032
C -0.7232 -3.7881 0.6382 -1.040
Cl -0.0114 -2.1995 0.9357 0.487
Cl -1.4221 -3.9202 -0.9837 0.519
H 0.0486 -4.5427 0.7480 0.011
H -1.5098 -3.9535 1.3641 -0.063
C 5.3288 4.7615 0.1480 -0.996
Cl 5.6707 4.4122 1.8463 0.495
Cl 5.0443 3.2829 -0.7740 0.533
H 4.4435 5.3863 0.0909 0.018
H 6.1790 5.2815 -0.2802 0.020
C 2.9675 -4.4548 -0.5860 -0.970
Cl 2.0340 -3.1690 -1.3554 0.510
Cl 3.7184 -3.8893 0.9108 0.516
H 2.3031 -5.2813 -0.3556 0.024
H 3.7440 -4.7845 -1.2670 0.029
C 1.6275 -1.6793 4.5946 -0.995
Cl 0.9261 -3.3025 4.6913 0.476
Cl 2.6860 -1.5121 3.1901 0.463
H 0.8232 -0.9566 4.5134 0.029
H 2.2063 -1.4938 5.4931 0.019
C -4.1521 -2.0130 2.1311 -1.056
Cl -3.4407 -3.2656 3.1609 0.510
Cl -2.9793 -0.7437 1.7595 0.529
H -4.4818 -2.4680 1.2034 -0.053
H -4.9962 -1.5737 2.6498 -0.006
C -7.1331 -4.5344 1.2998 -0.959
Cl -7.0522 -3.3738 2.6339 0.517
Cl -5.7138 -4.4299 0.2494 0.548
H -7.1856 -5.5345 1.7152 0.032
H -8.0190 -4.3284 0.7100 0.027
C -0.6419 8.2762 -4.3760 -1.042
Cl -2.1833 8.7755 -5.0828 0.505
Cl 0.5136 9.6130 -4.3346 0.511
H -0.8172 7.9330 -3.3636 -0.007
H -0.2271 7.4744 -4.9742 -0.034
C -5.2451 1.0907 -1.1594 -0.947
Cl -4.4447 2.4426 -0.3378 0.667
Cl -4.6473 0.8647 -2.8092 0.489
H -5.0609 0.1807 -0.5980 0.009
H -6.3089 1.2957 -1.1993 0.027
C 4.6880 -4.3992 6.0650 -1.010
Cl 5.3712 -2.8107 6.4383 0.504
Cl 4.0407 -4.4549 4.4243 0.478
H 5.4669 -5.1470 6.1613 0.024
H 3.8849 -4.6070 6.7637 0.026
C -0.5255 7.8255 -8.6931 -1.020
Cl -0.2180 6.5612 -7.4952 0.524
Cl 0.6167 7.7371 -10.0377 0.508
H -1.5310 7.7021 -9.0785 0.027
H -0.4272 8.7922 -8.2118 0.023
C 5.3800 -0.8530 0.3352 -1.032
Cl 3.8432 -0.3633 -0.3840 0.487
Cl 6.5266 0.4924 0.4034 0.497
H 5.2060 -1.2106 1.3442 -0.004
H 5.8016 -1.6462 -0.2717 0.021
C 9.5461 2.5979 -0.6823 -1.023
Cl 8.6136 3.2635 0.6624 0.490
Cl 10.0452 3.8604 -1.8156 0.503
H 10.4313 2.1122 -0.2877 0.026
H 8.9297 1.8779 -1.2099 0.012
C -2.3499 -7.7978 -0.0796 -1.019
Cl -2.2217 -6.6324 1.2429 0.547
Cl -0.9194 -7.7681 -1.1135 0.475
H -2.4566 -8.7921 0.3412 0.005
H -3.2200 -7.5519 -0.6785 0.031
C -6.9896 -3.9995 6.8252 -1.011
Cl -7.6268 -5.6412 6.9863 0.501
Cl -5.9792 -3.8342 5.3840 0.465
H -7.8214 -3.3082 6.7496 0.026
H -6.3933 -3.7690 7.7007 0.025
C -0.7758 -11.5500 -2.9454 -1.011
Cl -1.7343 -10.8095 -1.6581 0.503
Cl -0.2417 -10.3507 -4.1283 0.505
H 0.0962 -12.0189 -2.5042 0.026
H -1.3830 -12.2928 -3.4497 0.025
```

The value obtained for the total energy is -16728.13189 hartree. Its lowest unoccupied orbital energy is 0.23 eV. For the largest force on an atom, the calculation gives 0.05877 Eh/bohr. The HOMO-LUMO gap is 9.109 eV.


> The lowest largest force on an atom belongs to which entry?

C46H70BCrN6P2


> Which of these has the lowest largest force on an atom?

C46H70BCrN6P2


> Which value of largest force on an atom does entry 4 give?

0.05877 Eh/bohr


> Among the records above, which one has the highest largest force on an atom?

C36H103N5O13